1.
76
Properties=species:S:1:pos:R:3:lowdin_spin:R:1 method="wB97M-V/def2-TZVPD" total_energy_ha=-7985.3003 homo_lumo_gap_ev="8.177 / 8.025" multiplicity=2 charge=+1 lumo_ha="-0.11591 / -0.11590" s_squared=1.190
Mn -0.26668 -0.99281 -1.00576 1.01
O 1.16987 -1.10301 2.65001 0.00
C 0.97055 -0.89872 1.46691 0.00
O -0.15815 -0.61401 0.91132 0.02
C 2.10625 -1.02487 0.46621 0.00
C 3.44884 -1.06531 0.87432 0.00
C 4.41571 -1.15537 -0.08351 0.00
C 4.04870 -1.20056 -1.44889 0.00
C 5.00122 -1.27390 -2.49378 0.00
C 4.59771 -1.30053 -3.79717 0.00
C 3.22204 -1.25939 -4.11671 0.00
C 2.27988 -1.19410 -3.13045 -0.01
C 2.67642 -1.16031 -1.77590 0.00
N 1.73063 -1.07884 -0.79536 0.00
H 3.66522 -1.02439 1.93226 0.00
H 5.46592 -1.18557 0.18216 0.00
H 6.05331 -1.30817 -2.23887 0.00
H 5.32820 -1.35671 -4.59267 0.00
H 2.91631 -1.28238 -5.15439 0.00
H 1.22451 -1.15986 -3.37412 0.00
C 1.14134 -4.34023 2.68299 0.00
N 0.76180 -4.10120 1.29912 0.00
C -0.37956 -3.53721 0.91609 0.00
S -0.66685 -3.33558 -0.78031 0.01
N -1.25825 -3.18284 1.84205 0.00
C -2.53121 -2.52788 1.57522 0.00
H 2.08928 -4.86959 2.69187 0.00
H 0.39783 -4.96634 3.17952 0.00
H 1.26275 -3.39436 3.21514 0.00
H 1.40545 -4.31764 0.55697 0.00
H -0.92595 -3.14621 2.79440 0.00
H -3.03360 -3.02616 0.75061 0.00
H -2.38372 -1.47499 1.34190 0.00
H -3.14590 -2.61258 2.46891 0.00
C 3.71028 2.38520 -0.92802 0.00
O 2.30973 2.08314 -0.78091 0.00
C 1.64504 2.85855 0.09970 0.00
O 2.16595 3.71521 0.75658 0.00
C 0.17559 2.58524 0.04284 0.00
C -0.64369 3.07305 0.97066 0.00
As -2.58172 3.30779 0.86034 0.00
C -3.03799 2.55281 2.61155 0.00
C -3.01490 1.72649 -0.20664 0.00
C -2.24836 1.17639 -1.14897 0.00
As -0.34361 1.47653 -1.44778 -0.01
C -0.38773 2.70528 -2.95317 -0.01
C -2.81405 0.13645 -2.05314 0.00
O -3.91984 0.06840 -2.48433 0.00
O -1.84849 -0.81163 -2.40586 0.00
C -2.33412 -1.87973 -3.26670 0.00
C -4.42920 1.29526 0.04383 0.00
O -5.33780 2.08067 0.06771 0.00
O -4.53069 -0.00776 0.31068 0.00
C -5.88220 -0.48452 0.48007 0.00
C -0.14127 3.75653 2.21079 0.00
O -0.48547 4.87032 2.50942 0.00
O 0.60425 2.94850 2.95324 0.00
C 1.16791 3.55581 4.13207 0.00
H 4.03597 1.84880 -1.81437 0.00
H 4.25470 2.04210 -0.05025 0.00
H 3.85189 3.45663 -1.04418 0.00
H -2.77667 3.28972 3.36812 0.00
H -2.51138 1.61897 2.79698 0.00
H -4.11510 2.39787 2.63816 0.00
H -1.07431 3.51641 -2.72227 0.00
H -0.72070 2.17754 -3.84487 0.00
H 0.61257 3.09892 -3.12135 0.00
H -1.45020 -2.40871 -3.60888 0.00
H -2.87771 -1.44254 -4.09758 0.00
H -2.97733 -2.54023 -2.69286 0.00
H -5.81111 -1.56715 0.49273 0.00
H -6.50123 -0.14709 -0.34692 0.00
H -6.29157 -0.11506 1.41777 0.00
H 1.84156 2.81339 4.54557 0.00
H 0.37879 3.79685 4.84132 0.00
H 1.70439 4.46120 3.85880 0.00

=====

2.
65
Properties=species:S:1:pos:R:3:lowdin_charge:R:1 method="wB97M-V/def2-TZVPD" total_energy_ha=-4123.1100 homo_lumo_gap_ev=8.154 charge=+1 lumo_ha=-0.08512 relative_energy_kj_mol=38.8
K -1.08860 0.94955 0.67871 0.77
C 2.13087 1.72242 -0.59602 -0.16
C 3.59093 2.24748 -0.56003 -0.15
N 3.93513 2.66436 0.79609 -0.16
C 3.81052 1.52269 1.69821 -0.15
C 2.35640 0.98211 1.66705 -0.16
N 1.53488 1.79056 0.74859 -0.25
C 1.56008 3.19209 1.20390 -0.16
C 3.02033 3.71773 1.22566 -0.15
H 2.08593 0.68327 -0.93298 0.11
H 1.51174 2.31777 -1.27306 0.12
H 3.72219 3.10058 -1.22726 0.12
H 4.29625 1.47520 -0.87064 0.12
H 4.09175 1.84609 2.70131 0.12
H 4.52406 0.75845 1.38673 0.12
H 1.89589 1.01657 2.65768 0.12
H 2.31821 -0.05436 1.32538 0.08
H 1.10317 3.23775 2.19532 0.12
H 0.93377 3.77811 0.52782 0.10
H 3.31096 4.03611 2.22783 0.12
H 3.14429 4.57292 0.55954 0.12
C -2.44319 6.14813 -1.61925 -0.03
N -2.38006 5.26375 -0.45553 -0.17
C -2.80073 5.72235 0.86441 -0.02
C -1.94812 4.01786 -0.58967 -0.34
O -1.86804 3.19680 0.32656 -0.18
H -2.82721 7.11478 -1.31103 0.09
H -3.11089 5.74578 -2.38051 0.09
H -1.45436 6.29879 -2.05173 0.09
H -3.12858 6.75423 0.79631 0.09
H -1.97413 5.65378 1.57134 0.10
H -3.62022 5.10821 1.23666 0.10
H -1.65352 3.75885 -1.61840 0.15
C 2.41968 -6.07196 1.09801 -0.08
C 1.03584 -6.14639 1.01753 -0.07
C 0.28438 -4.99449 0.84242 -0.09
C 0.91827 -3.75980 0.75308 -0.39
C 2.30484 -3.68699 0.84425 -0.13
C 3.05486 -4.84259 1.00883 -0.08
As -0.05040 -2.10237 0.46682 1.30
C -1.89455 -2.61967 0.73340 -0.38
C -2.53227 -2.84608 1.94542 -0.10
C -3.88261 -3.16489 1.95940 -0.07
C -4.59083 -3.23473 0.76524 -0.06
C -3.96079 -2.99802 -0.44668 -0.02
C -2.60289 -2.69322 -0.47426 -0.20
C -1.78966 -2.44626 -1.68196 -0.20
C -2.24347 -2.47970 -2.99723 -0.02
C -1.35685 -2.25424 -4.03857 -0.07
C -0.01639 -1.98915 -3.78430 -0.08
C 0.44376 -1.93790 -2.47610 -0.10
C -0.43811 -2.17246 -1.43195 -0.33
H 3.00252 -6.97305 1.23486 0.11
H 0.53974 -7.10535 1.08872 0.11
H -0.79459 -5.06062 0.77147 0.10
H 2.80511 -2.72617 0.79059 0.08
H 4.13321 -4.78242 1.07445 0.11
H -1.97892 -2.79764 2.87638 0.11
H -4.38298 -3.36121 2.89821 0.11
H -5.64420 -3.48118 0.78155 0.11
H -4.52866 -3.06269 -1.36613 0.11
H -3.28260 -2.69121 -3.21585 0.11
H -1.71072 -2.29145 -5.06035 0.11
H 0.66814 -1.82767 -4.60639 0.11
H 1.49145 -1.73919 -2.27981 0.10

=====

3.
69
Properties=species:S:1:pos:R:3:lowdin_charge:R:1 method="wB97M-V/def2-TZVPD" total_energy_ha=-6801.0826 homo_lumo_gap_ev=7.997 charge=-1 lumo_ha=0.08429
C 2.36815 0.71592 2.28387 0.02
C 2.26401 0.44456 0.81548 -0.54
O 2.77861 -0.50590 0.29482 0.12
O 1.57548 1.40650 0.15716 0.04
C 0.39810 0.99620 -0.61638 -0.41
O 0.52210 0.29678 -1.58056 0.14
C -0.79524 1.61104 -0.04265 -0.06
B -2.14830 0.66404 0.27851 -0.63
C -2.58680 1.00477 1.82379 -0.20
C -2.95352 2.49001 2.00705 -0.32
N -4.35680 2.73687 2.32905 -0.03
C -2.00010 -0.94735 -0.02489 -0.64
Br -3.84101 -1.71558 0.08311 0.65
C -1.03953 -1.72324 0.87411 -0.73
C -1.60525 -2.29119 2.15128 -0.21
Br -0.31327 -3.26802 -0.14866 0.71
H 2.67705 -0.20336 2.75626 0.09
H 3.11818 1.46551 2.47429 0.07
H 1.42551 1.03801 2.70002 0.08
H -1.10187 2.37399 -0.74875 0.11
H -0.47726 2.13830 0.84894 0.10
H -3.07263 1.05139 -0.42668 0.09
H -1.79093 0.73450 2.52477 0.07
H -3.46780 0.44267 2.11630 0.06
H -2.37410 2.89950 2.82769 0.09
H -2.72912 3.05412 1.11033 0.09
H -4.96084 2.29563 1.65346 0.06
H -4.58272 2.40408 3.25136 0.05
H -1.72227 -1.16437 -1.04044 0.02
H -0.23362 -1.05149 1.14189 0.08
H -2.35794 -3.03903 1.97558 0.03
H -0.79470 -2.77048 2.69240 0.06
H -1.95943 -1.48361 2.77596 0.07
F 2.41467 2.44446 4.64492 0.06
C 2.84562 3.69114 4.90978 -0.28
C 2.06418 4.51606 5.69315 -0.01
C 2.51366 5.79944 5.96392 -0.09
C 3.72400 6.24090 5.44737 -0.10
C 4.49030 5.39404 4.65925 -0.09
C 4.05427 4.10586 4.38767 -0.02
H 1.12075 4.15377 6.07825 0.12
H 1.91516 6.45691 6.57955 0.10
H 4.06838 7.24428 5.65818 0.10
H 5.43154 5.73657 4.25157 0.10
H 4.63914 3.42833 3.78036 0.12
F -4.62656 -0.95517 -6.63657 0.03
C -3.99294 -1.64691 -5.65710 -0.29
C -4.55673 -2.81987 -5.20035 -0.03
C -3.90411 -3.52573 -4.19934 -0.08
C -2.71261 -3.05029 -3.67197 -0.09
C -2.16641 -1.86595 -4.14579 -0.07
C -2.80824 -1.15536 -5.15005 -0.02
H -5.49095 -3.16731 -5.62164 0.11
H -4.32972 -4.44844 -3.82894 0.10
H -2.21079 -3.59912 -2.88742 0.09
H -1.24016 -1.49113 -3.72876 0.11
H -2.39919 -0.23134 -5.53612 0.12
F 1.34448 -5.21905 -2.51789 0.03
C 2.22937 -4.40828 -3.13751 -0.28
C 2.89810 -4.88945 -4.24659 -0.03
C 3.80584 -4.06034 -4.88898 -0.10
C 4.03386 -2.77666 -4.41290 -0.11
C 3.34987 -2.31964 -3.29300 -0.07
C 2.43561 -3.13505 -2.64563 -0.01
H 2.70641 -5.89570 -4.59590 0.11
H 4.33380 -4.41823 -5.76336 0.10
H 4.74337 -2.13209 -4.91574 0.09
H 3.52099 -1.32184 -2.91426 0.11
H 1.89286 -2.77956 -1.77659 0.05

=====

4.
62
Properties=species:S:1:pos:R:3:lowdin_spin:R:1 method="wB97M-V/def2-TZVPD" total_energy_ha=-1952.9524 homo_lumo_gap_ev="5.877 / 3.996" multiplicity=6 charge=+2 lumo_ha="-0.23491 / -0.37682" s_squared=8.801
C 0.26286 0.83032 -6.75318 0.00
C 1.65217 1.39137 -7.11842 0.00
C 0.03669 -0.52532 -7.45277 0.00
C -0.83789 1.82952 -7.16396 0.00
Cl 0.18808 0.58394 -4.98184 0.00
H 0.07768 -0.40876 -8.56738 0.00
H -0.94949 -0.92828 -7.19570 0.00
H 0.81594 -1.23941 -7.16342 0.00
H 1.73492 1.55778 -8.22451 0.00
H 2.43806 0.68499 -6.82799 0.00
H 1.81756 2.35479 -6.62312 0.00
H -0.82002 2.00709 -8.27106 0.00
H -0.68208 2.79480 -6.66904 0.00
H -1.82748 1.43568 -6.90560 0.00
C 1.63856 -1.23800 1.22962 0.05
C 0.94121 -2.16200 0.34956 0.01
C 1.25795 -1.74231 -1.02157 0.15
H 0.43206 -3.08698 0.67829 0.00
C 2.12204 -0.58418 -0.97889 0.03
C 2.36241 -0.28092 0.39872 0.22
H 3.09395 0.45972 0.75700 0.02
H 1.69766 -1.36177 2.32654 0.01
H 1.03532 -2.34080 -1.91485 0.01
H 2.67059 -0.12746 -1.82335 0.00
C -1.98648 1.16722 0.63683 0.20
C -1.94699 -0.07904 1.39275 0.04
C -2.00786 -1.19949 0.47040 0.01
H -1.99401 -0.20659 2.47303 0.00
C -2.12480 -0.61301 -0.86676 0.17
C -2.11121 0.83430 -0.75384 0.02
H -2.35788 1.54618 -1.56203 0.00
H -2.09374 2.18274 1.08435 0.01
H -2.11555 -2.25444 0.77552 0.00
H -2.37797 -1.19943 -1.76444 0.01
Ir -0.12854 -0.36729 0.23373 1.13
C 0.99198 1.70672 4.62727 0.19
P 0.53059 1.15547 2.93519 1.03
C -1.11500 1.79922 3.53302 0.32
C -1.47367 3.14450 3.38686 0.04
C -2.52970 3.61634 4.20000 0.01
C -3.18239 2.74513 5.10684 0.00
C -2.79368 1.40868 5.22718 0.02
C -1.76334 0.90431 4.44588 0.04
C 2.38140 1.21151 2.82836 0.52
C 3.23182 0.24674 3.44726 0.14
C 4.60230 0.54519 3.50794 0.05
C 5.08050 1.75805 2.97043 0.27
C 4.20875 2.67622 2.35758 0.05
C 2.84271 2.41350 2.25721 0.15
H 1.55374 2.60977 4.41419 0.02
H 1.61172 0.85756 4.98805 0.02
H 0.11510 1.92943 5.29731 0.02
H -0.93334 3.79331 2.71560 0.01
H -2.81276 4.64458 4.12424 0.00
H -3.98944 3.13476 5.72691 0.00
H -3.27796 0.74742 5.93126 0.00
H -1.39735 -0.11751 4.57476 0.01
H 2.86081 -0.66530 3.90010 0.00
H 5.26948 -0.15029 3.98735 0.00
H 6.13815 1.98749 3.04273 0.01
H 4.56914 3.61039 1.97219 0.00
H 2.12632 3.10399 1.81198 0.02

=====

5.
92
Properties=species:S:1:pos:R:3:lowdin_charge:R:1 method="wB97M-V/def2-TZVPD" total_energy_ha=-4230.7558 homo_lumo_gap_ev=8.736 charge=+1 lumo_ha=-0.10478
C -1.11773 2.45083 -0.84023 0.15
C -1.61399 1.41344 -0.50861 -0.11
C -2.25455 0.10211 -0.23781 -0.12
N -2.00167 -0.71919 -1.43460 0.13
C -0.83724 -1.26157 -1.62263 -0.35
N 0.23084 -1.12424 -0.84292 0.14
C 1.49815 -1.48626 -1.57750 -0.10
C 0.92111 -1.96468 -2.90450 -0.44
P 1.45705 -3.66457 -3.49612 0.41
S 2.24557 -4.78259 -2.12365 0.22
N -0.55491 -2.06780 -2.71980 0.08
H -0.46327 3.15157 -1.34896 0.05
H -3.31354 0.19896 -0.01088 0.12
H -1.70181 -0.30804 0.61125 0.13
H -2.73535 -0.87071 -2.10993 0.18
H 0.31276 -0.19090 -0.44602 0.14
H 2.11599 -0.59191 -1.63440 0.14
H 1.96146 -2.25682 -0.95780 0.08
H 1.14392 -1.24772 -3.70541 0.12
H 2.30552 -3.42519 -4.60730 -0.01
H 0.26463 -4.28511 -3.94354 -0.01
H -0.99312 -1.67586 -3.54839 0.15
C -6.20848 0.59022 3.78716 -0.05
C -6.10485 0.08473 2.37331 -0.32
O -5.10093 0.92377 1.81184 0.11
C -4.28682 1.28045 2.85648 -0.55
O -3.20571 1.74973 2.73003 0.17
O -4.86977 1.02187 4.04624 0.09
F -7.25862 0.27034 1.69384 0.09
H -6.88928 1.43805 3.87402 0.15
H -6.51360 -0.18140 4.48970 0.15
H -5.79705 -0.95979 2.28822 0.17
C 0.63178 6.58826 1.51375 -0.04
C -0.86763 6.63762 1.41311 -0.31
O -1.08655 6.63715 0.00612 0.12
C -0.03360 5.96324 -0.53505 -0.56
O -0.01813 5.53619 -1.64504 0.15
O 0.97984 5.83256 0.34643 0.09
F -1.36160 7.78671 1.92915 0.09
H 1.08739 7.57607 1.45722 0.13
H 0.97730 6.09467 2.41819 0.15
H -1.37964 5.78505 1.86311 0.17
C 5.93576 -5.23998 -2.87621 -0.07
C 6.06719 -5.69451 -4.30337 -0.31
O 7.02341 -4.79359 -4.83276 0.13
C 7.82283 -4.41823 -3.78737 -0.55
O 8.87265 -3.88588 -3.90624 0.18
O 7.25242 -4.74291 -2.60009 0.08
F 4.89769 -5.54420 -4.98563 0.05
H 5.21158 -4.42996 -2.76720 0.11
H 5.66535 -6.04729 -2.19711 0.10
H 6.42635 -6.71822 -4.42075 0.18
C 2.86261 11.45148 0.69228 -0.05
C 2.15288 11.73907 1.98947 -0.31
O 1.94898 10.44101 2.52346 0.13
C 2.96503 9.66375 2.04958 -0.56
O 3.26021 8.60441 2.49261 0.17
O 3.59557 10.26407 1.01032 0.08
F 0.94946 12.32322 1.77916 0.08
H 2.16635 11.24246 -0.12156 0.15
H 3.52970 12.25466 0.38892 0.14
H 2.72850 12.33773 2.69764 0.18
C 3.55375 -8.42666 1.79865 -0.04
C 2.78782 -7.16752 1.49757 -0.33
O 3.55908 -6.57994 0.45365 0.10
C 4.15271 -7.61027 -0.20434 -0.54
O 4.64536 -7.50703 -1.28159 0.14
O 4.10142 -8.75325 0.51276 0.09
F 2.77870 -6.32289 2.55573 0.08
H 4.36582 -8.25866 2.50794 0.15
H 2.92045 -9.22373 2.17065 0.13
H 1.77225 -7.32849 1.15091 0.15
C -5.07582 7.77908 -0.58063 -0.05
C -4.41442 6.42713 -0.56536 -0.32
O -5.47370 5.55393 -0.90431 0.13
C -6.33344 6.27784 -1.68685 -0.54
O -7.18173 5.80538 -2.36028 0.19
O -6.07341 7.60854 -1.59108 0.08
F -3.96905 6.10836 0.67924 0.07
H -5.55648 8.01531 0.37028 0.15
H -4.38820 8.58157 -0.83739 0.14
H -3.60144 6.31562 -1.28525 0.17
C -1.44563 -10.12600 1.16773 -0.05
C -2.22972 -9.64704 2.36184 -0.31
O -1.20749 -9.28237 3.27612 0.15
C -0.13615 -8.90776 2.52889 -0.53
O 0.79638 -8.30117 2.94365 0.17
O -0.26938 -9.31148 1.24040 0.07
F -2.96970 -10.64073 2.90136 0.09
H -1.16640 -11.17708 1.25110 0.15
H -1.97121 -9.97366 0.22820 0.14
H -2.86872 -8.78332 2.16722 0.17

=====

6.
67
Properties=species:S:1:pos:R:3:lowdin_charge:R:1 method="wB97M-V/def2-TZVPD" total_energy_ha=-1650.0572 homo_lumo_gap_ev=9.492 lumo_ha=0.02088 smiles="CCOC(=O)c1ccccc1OC(=O)CCCCCCCC(=O)Oc1ccccc1C(=O)OCC"
C 1.83043 4.10335 1.89173 -0.06
C 1.39847 4.15061 0.43502 -0.20
H 0.32131 3.98073 0.33848 0.11
H 1.65367 5.11277 -0.02260 0.13
O 2.08809 3.13805 -0.29491 0.00
C 1.36439 2.26333 -0.99117 -0.42
O 0.16614 2.34393 -1.13140 0.11
C 2.22762 1.23455 -1.63189 -0.03
C 3.56841 1.11427 -1.27454 0.00
C 4.38801 0.19709 -1.90170 -0.09
C 3.87879 -0.62374 -2.89500 -0.07
C 2.54720 -0.53123 -3.25382 0.02
C 1.72413 0.39456 -2.63104 -0.17
O 0.41114 0.50415 -3.05457 0.08
C -0.54714 0.05103 -2.21375 -0.44
O -0.30253 -0.64185 -1.26606 0.15
C -1.90927 0.47344 -2.69779 -0.07
C -3.04803 -0.16994 -1.90573 -0.18
C -3.46640 0.63215 -0.67234 -0.19
C -2.33950 0.78629 0.34538 -0.21
C -2.80771 1.44022 1.64137 -0.19
C -1.64705 1.74513 2.58748 -0.18
H -0.96187 2.44427 2.10486 0.10
C -0.85744 0.49425 2.98541 -0.07
C 0.23072 0.15391 1.98978 -0.45
O 0.97360 0.95359 1.48497 0.13
O 0.28594 -1.17191 1.80403 0.09
C 1.23963 -1.74779 0.99021 -0.16
C 2.57682 -1.39176 1.09531 0.01
C 3.52828 -2.01483 0.30851 -0.07
C 3.15307 -2.98981 -0.59964 -0.08
C 1.82296 -3.34189 -0.70979 0.00
C 0.85182 -2.74077 0.08536 -0.06
C -0.55337 -3.18030 -0.12100 -0.46
O -0.90849 -3.82526 -1.07940 0.11
O -1.37567 -2.84134 0.87044 0.00
C -2.72601 -3.28246 0.74317 -0.21
C -3.52214 -2.74407 1.91670 -0.05
H -4.54619 -3.10232 1.85873 0.08
H -3.08008 -3.07793 2.85183 0.08
H -3.52440 -1.65816 1.89772 0.05
H -2.73678 -4.37902 0.72419 0.13
H -3.13241 -2.92650 -0.21018 0.12
H 1.49883 -4.09230 -1.41508 0.12
H 3.89491 -3.47193 -1.21774 0.11
H 4.56590 -1.73510 0.40938 0.11
H 2.86840 -0.62397 1.79460 0.12
H -0.34623 0.67629 3.93565 0.13
H -1.50902 -0.37003 3.10838 0.12
H -2.03939 2.22299 3.48797 0.11
H -3.52916 0.79243 2.14877 0.11
H -3.31969 2.37747 1.40829 0.12
H -1.92174 -0.19770 0.55758 0.10
H -1.54443 1.39274 -0.08674 0.10
H -4.31327 0.12406 -0.20097 0.11
H -3.81097 1.62112 -0.98632 0.12
H -2.72771 -1.16734 -1.59887 0.10
H -3.91612 -0.28145 -2.55937 0.11
H -1.96904 0.21013 -3.75593 0.13
H -1.94842 1.56206 -2.62759 0.13
H 2.12878 -1.16778 -4.01792 0.13
H 4.51688 -1.34115 -3.38858 0.11
H 5.42746 0.12260 -1.61964 0.11
H 3.95277 1.75492 -0.49754 0.12
H 2.89308 4.31485 1.97704 0.08
H 1.27287 4.83861 2.46540 0.08
H 1.63720 3.10969 2.28682 0.06